# 1
DFT (ωB97M-V/def2-TZVPD) results for a molecular structure, C39H37BF2N4O4S5Sr.

Its LUMO energy is 0.01340 hartree. The value obtained for the relative energy (zero: lowest compared OMol25 entry of this formula, charge and spin) is 2.301 eV.

Positions of all 93 atoms, in Å:
Sr  -0.28756  0.32290  0.34245
C  3.16462  -0.80484  2.02148
C  2.13593  -1.88185  2.07641
N  0.88139  -1.70804  1.78056
C  0.15755  -2.87784  1.91199
C  0.88349  -3.95313  2.30942
S  2.51830  -3.49671  2.53328
C  -1.28160  -2.85146  1.63023
C  -2.21966  -3.68025  2.15485
S  -3.75789  -3.26223  1.54298
C  -3.05827  -2.00193  0.61750
N  -1.76595  -1.90715  0.75077
C  -3.87375  -1.07096  -0.21024
H  2.66966  0.15736  1.89939
H  3.82173  -0.96292  1.16637
H  3.76089  -0.78438  2.93381
H  0.54766  -4.96760  2.44406
H  -2.08226  -4.47078  2.87304
H  -4.86324  -1.47806  -0.40625
H  -3.36777  -0.91182  -1.16098
H  -3.96642  -0.11775  0.31431
O  -1.49544  1.32801  -1.54938
S  -2.05331  1.94069  -2.80197
C  -2.13375  0.61703  -4.04076
C  -0.87901  -0.25110  -4.12722
C  -0.99961  -1.58757  -3.40008
C  -1.86334  -2.59456  -4.14236
S  -2.30162  -4.05217  -3.13820
O  -2.92212  -3.51498  -1.89370
C  -0.62416  -4.53796  -2.73867
C  -0.05704  -4.10227  -1.55305
C  1.27113  -4.40425  -1.28995
C  2.00539  -5.15319  -2.19897
C  1.41696  -5.61001  -3.37081
C  0.09171  -5.30443  -3.64633
C  -0.71825  2.89471  -3.50649
C  -1.01816  3.84705  -4.46882
C  0.00957  4.59890  -5.01796
C  1.31539  4.40064  -4.59019
C  1.59834  3.45333  -3.61549
C  0.57940  2.69248  -3.06271
H  -2.35793  1.13741  -4.97456
H  -3.02484  0.04888  -3.76159
H  -0.02317  0.27953  -3.70868
H  -0.63780  -0.42557  -5.17882
H  -1.39598  -1.43683  -2.39233
H  0.00398  -1.99212  -3.27879
H  -1.37135  -2.97309  -5.04211
H  -2.83500  -2.18225  -4.42885
H  -0.65085  -3.50589  -0.87187
H  1.73946  -4.02132  -0.39362
H  3.04516  -5.37502  -1.99695
H  1.99114  -6.20075  -4.07262
H  -0.37694  -5.65397  -4.55943
H  -2.04489  4.00820  -4.77758
H  -0.21068  5.34710  -5.76761
H  2.11580  4.99283  -5.01422
H  2.61682  3.29768  -3.28427
H  0.79571  1.94450  -2.30895
O  -2.29953  0.75447  1.99606
S  -1.73813  1.79296  2.86601
O  -2.52492  2.98567  3.04810
N  -0.28807  1.99179  2.30765
C  0.55072  3.03572  2.62639
C  0.41974  3.91944  3.67616
C  1.37345  4.93271  3.89549
C  2.45979  5.08139  3.08296
C  2.62934  4.20104  1.98799
C  3.71909  4.29490  1.09367
C  3.81942  3.42065  0.05210
C  2.82094  2.43903  -0.10234
N  1.79430  2.31470  0.70402
C  1.68233  3.18094  1.75277
C  -1.58766  1.03337  4.46756
C  -0.76676  -0.07907  4.60936
C  -0.65404  -0.68812  5.84727
C  -1.35617  -0.18421  6.93707
C  -2.16980  0.92790  6.78737
C  -2.28881  1.54333  5.54697
H  -0.43615  3.84613  4.33275
H  1.23080  5.60501  4.73235
H  3.19100  5.86123  3.25429
H  4.46367  5.06660  1.25165
H  4.64228  3.46162  -0.64874
H  2.87702  1.72074  -0.91525
H  -0.21921  -0.45859  3.75521
H  -0.01656  -1.55543  5.96476
H  -1.26459  -0.66044  7.90488
H  -2.71471  1.32000  7.63629
H  -2.91846  2.41121  5.40466
F  2.22780  -0.42721  -2.82840
B  1.89603  -0.71355  -1.52438
F  2.82827  -1.61618  -1.06216

Cartesian forces (eV/Å) of the 6 atoms listed first:
Sr 0.4 0.1 -0.1
C 0.0 0.0 0.0
C 0.0 0.1 0.0
N -0.1 0.0 0.0
C 0.0 0.0 0.0
C 0.0 0.0 0.0


# 2
DFT (ωB97M-V/def2-TZVPD) results for C2H6N2O in the gas phase in a non-equilibrium geometry.

Its LUMO energy is 0.02803 hartree. The value obtained for the relative energy (zero: lowest compared OMol25 entry of this formula, charge and spin) is 1.593 eV.

Positions of all 11 atoms, in Å:
N  0.00224  -0.30431  -1.48840
C  -0.81933  0.24606  -0.28252
C  0.07080  0.37942  1.01462
N  1.19843  -0.23309  1.07413
O  -0.31818  1.00737  2.08995
H  -0.33531  0.14953  -2.29424
H  -0.09415  -1.32759  -1.62940
H  -1.74342  -0.36296  -0.14645
H  -1.05331  1.31784  -0.41566
H  1.18260  -1.04731  0.41563
H  1.90964  0.17503  1.66235

Cartesian forces (eV/Å) of the 6 atoms listed first:
N -0.6 -0.3 2.6
C 1.4 -0.7 -0.3
C -4.7 2.6 4.4
N 1.6 -2.6 -2.2
O 0.6 -1.1 -4.5
H -0.3 0.4 -1.2